Run one
23
Properties=species:S:1:pos:R:3:nbo_charge:R:1 method="wB97M-V/def2-TZVPD" gap_ev=11.2037 homo_ev=-10.43 spin_multiplicity=1
N 0.12127 1.66816 -1.86958 -0.3371
C 0.67427 1.30343 -0.90110 0.2943
C 1.35318 0.35980 -0.00041 -0.5210
C 2.39942 -0.48181 -0.72389 -0.2074
C 3.87652 -0.24704 -0.33266 -0.3847
C 4.07846 -1.77431 -0.17853 -0.3844
C 2.57390 -1.96214 -0.34622 -0.0557
C 1.65956 -2.78280 0.50804 -0.4200
C 1.86413 -3.13057 -0.94995 -0.4215
H 1.77351 0.91538 0.85070 0.2457
H 0.55525 -0.19379 0.51817 0.2603
H 2.30874 -0.43068 -1.81973 0.2252
H 4.49843 0.27917 -1.06698 0.2149
H 3.96058 0.26938 0.63403 0.1999
H 4.64529 -2.20161 -1.01808 0.2064
H 4.50989 -2.13349 0.76461 0.2087
H 2.13836 -3.41160 1.26388 0.2250
H 0.73627 -2.33416 0.87612 0.2105
H 1.15448 -2.90810 -1.74783 0.2159
H 2.46642 -4.01089 -1.18827 0.2229
O -1.49722 -1.84043 -1.16498 -0.9629
H -0.68787 -2.26715 -0.85350 0.4730
H -1.31119 -1.08436 -1.85527 0.4919



Run two
23
Properties=species:S:1:pos:R:3:nbo_charge:R:1 method="wB97M-V/def2-TZVPD" gap_ev=8.1580 homo_ev=-8.28 spin_multiplicity=1
C 2.39257 -0.59294 -0.83825 0.3393
C 1.67763 -2.48140 0.83746 -0.3146
C 2.04606 -1.56124 -0.06280 -0.1915
C -0.37109 0.83232 2.05853 -0.6349
C 0.00645 2.72070 0.38962 -0.6301
C -1.29121 -1.75978 -1.10841 -0.2545
C -0.88478 0.44636 -0.32757 0.0965
C -0.46426 1.30340 0.60993 -0.0612
N 3.04334 0.26035 -1.44248 -0.6265
O -1.18698 -0.89348 0.04001 -0.5478
H 2.23185 -2.68055 1.72950 0.2041
H 0.88714 -3.22714 0.60853 0.2019
H -0.21545 -0.23623 2.09779 0.2336
H 0.67204 1.37027 2.23151 0.1982
H -1.10811 1.21377 2.72240 0.2182
H -0.09189 2.86816 -0.75581 0.2089
H 1.12321 2.84217 0.72508 0.2197
H -0.63437 3.45719 0.88640 0.2189
H -2.13180 -1.44800 -1.66898 0.1771
H -1.38156 -2.84297 -0.78004 0.1960
H -0.28340 -1.57877 -1.64795 0.1842
H -1.01370 0.75435 -1.41607 0.1792
H 2.70099 0.82064 -2.29220 0.3853



Energies relative to the most stable structure, in kcal/mol: run one 0.0; run two 64.5.